A structure of composition C25H38IrN3O3PS2SiTe. Source: the Open Molecules 2025 dataset; level of theory: the ωB97M-V functional and the def2-TZVPD basis.

Cartesian coordinates (Å):
Ir  -0.613  -1.415  -0.816
O  2.396  0.106  -3.794
C  2.145  -0.714  -2.903
O  1.627  -0.402  -1.760
C  2.590  -2.136  -3.052
C  3.822  -2.307  -3.682
C  4.411  -3.549  -3.823
C  3.740  -4.663  -3.335
C  2.506  -4.512  -2.732
C  1.887  -3.255  -2.573
S  0.233  -3.283  -1.981
H  4.310  -1.418  -4.066
H  5.376  -3.650  -4.306
H  4.173  -5.653  -3.428
H  1.973  -5.383  -2.369
C  7.565  1.492  -0.205
C  6.062  1.501  -0.281
C  5.287  1.446  0.871
C  3.901  1.417  0.798
C  3.276  1.446  -0.438
C  4.028  1.501  -1.601
C  5.413  1.530  -1.509
S  1.492  1.362  -0.442
C  1.044  2.312  -1.884
O  1.288  2.625  0.618
H  7.914  1.859  0.760
H  8.004  2.112  -0.987
H  7.952  0.478  -0.335
H  5.773  1.424  1.840
H  3.311  1.377  1.704
H  3.544  1.478  -2.568
H  5.998  1.568  -2.422
H  1.435  3.319  -1.753
H  -0.048  2.298  -1.866
H  1.429  1.802  -2.763
C  -3.456  -4.935  1.526
N  -4.103  -3.569  1.336
C  -4.062  -2.818  2.664
N  -2.742  -2.758  3.188
C  -2.189  -4.095  3.321
N  -2.145  -4.826  2.060
C  -1.173  -4.225  1.111
P  -1.572  -2.464  0.657
C  -3.367  -2.793  0.265
C  -1.863  -1.867  2.387
H  -3.441  -5.413  0.547
H  -4.105  -5.489  2.210
H  -5.078  -3.700  1.066
H  -4.721  -3.368  3.342
H  -4.449  -1.819  2.471
H  -2.806  -4.661  4.028
H  -1.178  -4.018  3.717
H  -1.126  -4.822  0.199
H  -0.180  -4.264  1.563
H  -3.441  -3.360  -0.663
H  -3.835  -1.813  0.139
H  -2.302  -0.870  2.316
H  -0.903  -1.772  2.899
Te  -2.120  0.681  -0.284
C  0.811  4.997  3.124
Si  -0.387  3.716  2.461
C  -1.476  3.078  3.838
C  -1.396  4.449  1.089
C  0.586  2.234  1.830
H  0.289  5.894  3.470
H  1.509  5.296  2.339
H  1.394  4.601  3.960
H  -2.071  3.882  4.279
H  -0.890  2.614  4.635
H  -2.160  2.328  3.432
H  -2.005  5.283  1.449
H  -2.043  3.681  0.659
H  -0.745  4.815  0.291
H  -0.132  1.438  1.601
H  1.300  1.859  2.576

Properties
- Net charge: -1
- Kohn-Sham gap: 0.136 Ha
- Strongest force on any atom: 0.94 eV Å⁻¹
- ΔE to the lowest compared entry with this formula, charge and spin: 48.8 kcal per mole